[1]
C40H62BBrMoN14O6S as an isolated structure, computed with ωB97M-V/def2-TZVPD.

Summary:
Net charge = +3
Multiplicity = 4
⟨S²⟩ = 3.7879
E_HOMO (spin up / spin down) = -14.7 / -15.6 eV
LUMO (spin up / spin down) = -10.4746 / -9.6596 eV
Kohn-Sham gap (spin up / spin down) = 0.15630 / 0.22000 hartree

Each line ends with the Mulliken charge.
Element x y z (Å)
Mo 0.07 0.14 0.88  -0.86
C 2.44 0.39 -1.76  -0.54
C 2.60 1.33 -0.61  0.25
C 3.53 2.34 -0.44  -2.10
C 3.29 2.88 0.81  0.23
N 2.27 2.23 1.37  0.45
N 1.82 1.27 0.50  1.01
B 1.49 2.41 2.71  -0.07
N 1.39 1.00 3.39  0.56
C 1.86 0.66 4.59  -0.02
C 1.48 -0.64 4.86  -1.72
C 0.74 -1.06 3.77  0.27
C 0.09 -2.39 3.58  -1.25
N 0.70 -0.05 2.86  1.41
N 0.03 2.79 2.31  -0.03
C -0.63 3.93 2.49  0.00
C -1.91 3.81 1.97  -1.91
C -1.99 2.53 1.46  0.51
C -3.18 1.91 0.82  -1.61
N -0.79 1.90 1.66  1.59
N 2.10 3.37 3.64  0.41
C 1.57 3.94 4.77  -0.32
C 2.59 4.48 5.49  -1.16
C 3.76 4.18 4.75  0.62
C 5.17 4.52 5.09  -1.26
N 3.47 3.50 3.66  -1.08
H 2.33 0.95 -2.69  0.45
H 1.59 -0.29 -1.67  -0.51
H 3.34 -0.23 -1.87  0.37
H 4.30 2.63 -1.14  0.59
H 3.79 3.66 1.35  0.69
H 2.44 1.36 5.17  0.53
H 1.69 -1.21 5.75  0.60
H 0.81 -3.18 3.79  0.46
H -0.29 -2.53 2.57  -0.06
H -0.72 -2.51 4.29  0.39
H -0.15 4.77 2.96  0.81
H -2.68 4.56 1.97  0.60
H -3.56 2.57 0.03  0.45
H -3.98 1.82 1.55  0.36
H -3.00 0.93 0.41  0.14
H 0.51 3.91 4.99  0.62
H 2.52 5.02 6.42  0.48
H 5.23 5.49 5.58  0.38
H 5.80 4.54 4.20  0.36
H 5.59 3.78 5.78  0.26
C 1.90 -3.54 -8.05  -1.54
C 0.38 -3.51 -7.81  1.84
C -0.14 -4.96 -7.66  -1.59
C -0.30 -2.87 -9.02  -2.00
C 0.12 -2.76 -6.53  -0.33
C 0.64 -3.28 -5.31  -0.57
C 0.41 -2.62 -4.15  0.15
Br 1.05 -3.32 -2.52  -0.12
C -0.35 -1.38 -4.08  -0.03
O -0.55 -0.85 -2.95  -0.29
C -0.85 -0.84 -5.33  -0.38
C -0.60 -1.56 -6.48  -0.44
C -1.67 0.45 -5.48  2.02
C -3.09 0.06 -5.93  -1.68
C -1.81 1.31 -4.22  -1.61
C -1.02 1.34 -6.56  -1.74
H 2.11 -4.10 -8.96  0.45
H 2.44 -4.02 -7.24  0.37
H 2.30 -2.53 -8.19  0.37
H 0.02 -5.49 -8.60  0.46
H -1.21 -4.97 -7.44  0.38
H 0.39 -5.50 -6.88  0.35
H -0.10 -3.47 -9.90  0.44
H 0.07 -1.86 -9.22  0.41
H -1.39 -2.82 -8.90  0.43
H 1.20 -4.20 -5.30  0.56
H -0.99 -1.18 -7.41  0.48
H -3.58 -0.56 -5.18  0.35
H -3.08 -0.49 -6.87  0.36
H -3.69 0.96 -6.08  0.46
H -2.36 0.79 -3.43  0.03
H -2.36 2.21 -4.48  0.61
H -0.83 1.62 -3.84  0.29
H -1.04 0.88 -7.54  0.37
H 0.02 1.56 -6.31  0.40
H -1.56 2.28 -6.63  0.46
C -9.59 -2.31 3.59  -1.25
C -8.60 -2.03 2.46  -0.41
S -6.95 -2.37 3.01  1.19
O -6.44 -1.25 3.76  -0.65
O -6.88 -3.69 3.57  -0.66
C -5.94 -2.41 1.53  -0.72
C -4.60 -2.96 2.01  -1.65
N -3.45 -2.40 1.28  0.54
C -2.67 -1.43 1.78  0.72
N -1.70 -1.11 0.90  1.70
C -1.87 -1.93 -0.20  -1.19
C -2.94 -2.71 0.03  0.01
N -3.50 -3.69 -0.87  1.00
O -4.53 -4.23 -0.54  -0.61
O -2.97 -3.76 -1.96  -0.57
C -2.89 -0.77 3.09  -1.92
H -10.60 -2.14 3.22  0.39
H -9.42 -1.63 4.43  0.35
H -9.51 -3.33 3.94  0.36
H -8.61 -0.99 2.15  0.37
H -8.78 -2.68 1.60  0.39
H -5.85 -1.37 1.21  0.42
H -6.38 -3.01 0.74  0.65
H -4.57 -4.05 1.96  0.29
H -4.44 -2.67 3.05  0.66
H -1.24 -1.91 -1.08  0.17
H -2.81 -1.49 3.91  0.68
H -3.89 -0.34 3.15  0.56
H -2.14 0.01 3.24  -0.30
N -0.67 1.02 -1.00  0.03
H -1.62 1.38 -0.98  0.43
H -0.08 1.81 -1.27  0.37
H -0.65 0.34 -1.80  -0.12
C 1.11 -4.42 0.69  -0.77
N 2.21 -3.49 0.93  -0.14
C 2.13 -2.17 0.91  0.12
N 3.18 -1.41 1.22  -0.25
O 0.99 -1.62 0.60  0.63
H 0.87 -4.96 1.61  0.31
H 1.40 -5.13 -0.08  0.40
H 0.24 -3.86 0.36  0.22
H 3.11 -3.89 1.13  0.23
H 4.08 -1.82 1.43  0.25
H 3.12 -0.41 1.12  -0.33

[2]
C40H63N4O8Y as an isolated structure, computed with ωB97M-V/def2-TZVPD.

Summary:
Net charge = +2
Multiplicity = 1
E_HOMO = -10.4 eV
LUMO = -4.6961 eV
Kohn-Sham gap = 0.21089 hartree

Each line ends with the Mulliken charge.
Element x y z (Å)
Y -0.29 -0.86 -0.57  0.67
C -2.25 1.91 0.05  -0.53
C -2.41 1.32 1.43  -0.98
O -1.72 0.08 1.49  1.37
C -2.30 -0.82 2.43  -0.66
C -1.38 -1.99 2.62  -0.03
O -1.09 -2.56 1.33  0.03
C -0.29 -3.73 1.42  -1.06
C 1.18 -3.42 1.57  -0.19
O 1.60 -2.74 0.37  0.04
C 2.91 -2.16 0.50  -1.33
C 2.83 -0.75 1.04  0.87
O 2.04 0.02 0.12  0.30
C 2.44 1.37 -0.09  0.21
C 2.30 1.65 -1.58  -1.11
O 1.07 1.13 -2.08  -0.22
C 0.11 2.11 -2.45  0.39
C -0.45 2.86 -1.25  -1.06
O -0.85 1.94 -0.24  0.23
H -2.65 2.92 0.04  0.61
H -2.77 1.29 -0.69  0.00
H -3.48 1.18 1.63  0.47
H -2.00 2.00 2.18  0.32
H -3.28 -1.15 2.06  -0.32
H -2.43 -0.33 3.40  0.61
H -1.87 -2.74 3.24  0.61
H -0.46 -1.66 3.10  -0.37
H -0.47 -4.29 0.50  0.33
H -0.61 -4.34 2.27  0.47
H 1.74 -4.35 1.69  0.51
H 1.34 -2.78 2.44  0.00
H 3.33 -2.13 -0.50  0.29
H 3.54 -2.77 1.14  0.49
H 3.84 -0.34 1.13  0.65
H 2.34 -0.74 2.02  -1.00
H 3.48 1.52 0.21  0.60
H 1.80 2.03 0.50  -0.34
H 3.10 1.13 -2.11  0.32
H 2.39 2.72 -1.77  0.47
H -0.69 1.54 -2.93  -0.86
H 0.54 2.82 -3.16  0.64
H -1.30 3.46 -1.59  0.62
H 0.30 3.52 -0.82  0.20
N 0.22 -4.48 -5.45  -0.07
C 1.24 -4.05 -4.43  -0.87
C 0.71 -2.82 -3.67  -0.62
N 1.46 -2.47 -2.49  -0.34
H 0.62 -5.09 -6.16  0.41
H -0.18 -3.65 -5.89  0.04
H -0.55 -4.98 -5.00  0.41
H 2.17 -3.81 -4.96  0.38
H 1.43 -4.87 -3.75  0.41
H -0.33 -2.99 -3.37  0.14
H 0.72 -1.96 -4.34  0.52
H 2.39 -2.14 -2.72  0.29
H 1.54 -3.25 -1.84  0.17
C -1.28 -1.35 -6.15  -2.03
C -1.68 -0.61 -4.86  1.79
C -2.12 0.82 -5.21  -1.68
C -2.79 -1.31 -4.11  0.40
C -3.92 -1.71 -4.81  -0.17
C -5.03 -2.23 -4.16  -1.49
C -5.00 -2.30 -2.78  -0.13
C -3.89 -1.93 -2.04  -0.54
C -3.96 -1.99 -0.53  2.63
C -5.15 -1.20 0.00  -1.76
C -4.02 -3.44 -0.03  -1.57
C -2.71 -1.46 -2.69  0.53
N -1.56 -1.17 -2.02  -0.18
H -0.28 -1.08 -6.49  0.40
H -1.98 -1.14 -6.96  0.48
H -1.35 -2.43 -5.97  0.27
H -0.82 -0.55 -4.18  -0.67
H -2.93 0.80 -5.93  0.48
H -1.30 1.40 -5.64  0.40
H -2.48 1.32 -4.32  0.30
H -3.96 -1.59 -5.89  0.35
H -5.90 -2.54 -4.72  0.42
H -5.89 -2.66 -2.26  0.39
H -3.04 -1.54 -0.16  -1.38
H -6.09 -1.66 -0.31  0.44
H -5.14 -0.18 -0.38  0.33
H -5.16 -1.17 1.10  0.41
H -4.91 -3.94 -0.41  0.43
H -4.04 -3.48 1.06  0.38
H -3.14 -4.00 -0.38  0.24
C 0.69 7.00 3.24  -0.94
O 1.10 5.65 3.14  -0.37
C 2.42 5.37 3.24  0.72
C 3.44 6.30 3.31  -0.40
C 4.77 5.88 3.34  -0.85
C 5.08 4.53 3.31  -0.92
C 4.06 3.59 3.26  0.09
C 2.74 4.00 3.25  -0.34
N 1.66 3.09 3.15  0.20
C 1.54 1.84 3.59  -0.11
C 2.24 1.13 4.55  0.67
C 3.10 1.69 5.54  -0.61
C 3.57 0.93 6.56  -0.86
C 3.22 -0.45 6.66  -0.47
C 2.41 -1.03 5.73  -1.02
C 1.92 -0.29 4.61  -0.05
O 1.27 -0.85 3.68  -0.71
H 1.23 7.64 2.54  0.38
H 0.82 7.38 4.26  0.38
H -0.37 7.01 2.99  0.24
H 3.22 7.36 3.34  0.42
H 5.55 6.62 3.40  0.41
H 6.11 4.21 3.31  0.43
H 4.29 2.54 3.23  0.55
H 0.85 3.50 2.71  0.41
H 0.73 1.29 3.12  0.36
H 3.33 2.75 5.52  0.47
H 4.19 1.37 7.33  0.44
H 3.61 -1.03 7.48  0.43
H 2.13 -2.07 5.80  0.47

Per-record DFT total energy, eV: -159022.4116 -65872.3539
Per-record energy relative to the best compared isomer or geometry (same formula, charge and spin), kcal per mole: 3.3 55.7